Here is a molecular structure, C40H31AuBrN4O3PS2 in a non-equilibrium geometry from the Open Molecules 2025 dataset. Energies are from ωB97M-V/def2-TZVPD.

Summary:
Relative energy (zero: lowest compared OMol25 entry of this formula, charge and spin): 2.657 eV
Total charge: +2

Last column: Mulliken charge in e.
Positions of all 83 atoms, in Å:
Au1 -0.226 -0.023 -0.012  3.0453
Br1 -7.407 1.317 0.005  -0.0950
C1 -5.540 1.451 0.262  -0.2831
C2 -4.709 0.395 -0.104  -0.8692
C3 -3.353 0.508 0.089  0.8039
C4 -2.798 1.650 0.679  0.7054
C5 -3.647 2.710 1.030  -0.9266
C6 -5.002 2.614 0.805  -0.8711
N1 -1.438 1.637 0.880  0.3231
C7 -0.748 2.486 1.549  -0.1866
C8 0.675 2.312 1.712  0.2159
C9 1.438 3.206 2.464  -0.8580
C10 2.791 2.960 2.633  -0.4831
C11 3.353 1.840 2.035  -0.8559
C12 2.532 1.004 1.287  -0.5301
N2 1.245 1.243 1.143  0.2043
H1 -5.125 -0.501 -0.535  0.6086
H2 -2.691 -0.292 -0.206  -0.3327
H3 -3.249 3.612 1.464  0.4070
H4 -5.659 3.428 1.067  0.4838
H5 -1.191 3.354 2.031  0.4082
H6 0.958 4.062 2.910  0.5300
H7 3.391 3.626 3.235  0.4734
H8 4.400 1.610 2.156  0.4862
H9 2.898 0.109 0.803  0.6245
O1 0.884 -3.590 -1.140  -0.7324
S1 0.559 -2.303 -1.653  1.4124
O2 -0.871 -1.887 -1.435  -0.5802
O3 1.383 -1.178 -1.118  -0.6961
C13 0.681 -2.152 -3.417  0.4253
C14 1.175 -3.074 -4.312  -0.6539
C15 1.008 -2.827 -5.670  -0.6453
C16 0.354 -1.680 -6.099  -0.7982
C17 -0.090 -0.731 -5.189  -0.5088
C18 0.084 -0.972 -3.830  0.0266
P1 -0.480 0.208 -2.562  0.7795
C19 -2.218 0.479 -2.920  0.8496
C20 -2.996 -0.575 -3.398  -0.8850
C21 -4.332 -0.358 -3.669  -0.9139
C22 -4.894 0.893 -3.460  -0.6230
C23 -4.125 1.937 -2.963  -1.1665
C24 -2.794 1.724 -2.663  -0.4809
C25 0.414 1.735 -3.004  0.7605
C26 1.648 1.964 -2.402  -0.5083
C27 2.386 3.080 -2.751  -0.8655
C28 1.888 3.977 -3.684  -0.6374
C29 0.655 3.751 -4.275  -0.8639
C30 -0.091 2.636 -3.940  -0.3182
H10 1.662 -3.965 -3.947  0.5633
H11 1.376 -3.540 -6.391  0.4552
H12 0.187 -1.526 -7.154  0.4637
H13 -0.585 0.166 -5.531  0.4660
H14 -2.542 -1.542 -3.561  0.5098
H15 -4.936 -1.163 -4.055  0.4971
H16 -5.938 1.049 -3.676  0.5155
H17 -4.561 2.911 -2.806  0.4869
H18 -2.189 2.523 -2.253  0.6335
H19 2.008 1.256 -1.666  0.5062
H20 3.347 3.254 -2.293  0.4852
H21 2.454 4.857 -3.945  0.4455
H22 0.267 4.447 -5.003  0.4653
H23 -1.055 2.472 -4.399  0.4919
S2 -2.453 -4.943 4.442  -0.0748
C31 -1.903 -3.644 3.333  0.1515
C32 -0.918 -2.753 3.734  -0.7814
C33 -0.546 -1.747 2.856  -0.5128
N3 -1.072 -1.611 1.646  -0.0617
C34 -1.995 -2.482 1.259  -0.1369
C35 -2.454 -3.507 2.069  -0.9655
C36 -1.497 -6.253 3.661  0.3715
C37 -0.255 -6.576 4.183  -0.1571
C38 0.460 -7.588 3.552  -0.4490
N4 -0.017 -8.211 2.502  -0.5492
C39 -1.194 -7.920 2.001  -0.5051
C40 -1.993 -6.926 2.557  -0.1340
H24 -0.459 -2.845 4.705  0.5052
H25 0.207 -1.025 3.137  0.4408
H26 -2.368 -2.374 0.251  0.4220
H27 -3.229 -4.171 1.724  0.4334
H28 0.141 -6.074 5.051  0.4189
H29 1.431 -7.903 3.907  0.3815
H30 -1.518 -8.495 1.143  0.3825
H31 -2.968 -6.707 2.149  0.4305